(1)
47
Properties=species:S:1:pos:R:3:forces:R:3 method="wB97M-V/def2-TZVPD" mol_weight_da=367.45 e_homo_ev=-7.586 homo_lumo_gap_ev=8.1589 fmax_ev_per_a=1.1 e_lumo_ev=0.5725
C 1.8290 -3.0410 -5.3076 -0.26 0.67 0.52
S 1.1694 -1.7662 -4.2143 -0.09 -0.92 -0.46
O 2.1672 -0.7571 -4.0218 0.35 -0.07 0.23
O -0.1232 -1.3691 -4.6956 -0.06 -0.23 -0.04
N 0.9991 -2.6511 -2.7952 0.03 0.21 -0.86
C 1.3971 -1.9671 -1.5833 0.23 0.58 0.27
C 0.5980 -0.6727 -1.3337 -0.02 -0.34 0.23
C -0.8800 -0.9132 -1.4263 -0.13 1.07 -0.39
C -1.8934 -0.0789 -1.7948 0.55 -0.38 0.17
C -3.0938 -0.8164 -1.6446 -0.01 -0.51 0.22
C -2.7238 -2.0430 -1.1956 -0.79 0.36 -0.18
O -1.3860 -2.1147 -1.0563 0.44 -0.28 0.14
N 1.0158 -0.0726 -0.0686 0.13 -0.06 -0.14
C 0.8879 1.3725 -0.0313 0.21 0.17 0.15
C 1.5999 1.8803 1.2278 -0.15 0.15 -0.25
N 1.0455 1.3051 2.4329 0.50 -0.08 -0.09
C -0.0182 1.9071 3.0874 -0.31 0.31 0.30
C -0.4146 1.4333 4.3466 0.02 -0.02 -0.16
C -1.4242 2.0411 5.0623 -0.23 0.20 -0.05
C -2.0530 3.1522 4.5315 0.07 0.02 -0.12
F -3.0463 3.7531 5.2303 0.07 -0.04 -0.04
C -1.6814 3.6600 3.3030 -0.23 -0.01 0.40
C -0.6752 3.0384 2.5882 0.19 -0.22 -0.08
C 1.1248 -0.1387 2.3590 -0.27 -0.31 -0.14
C 0.3940 -0.6484 1.1104 0.18 -0.07 0.32
H 2.7574 -3.3856 -4.8747 0.16 -0.09 0.07
H 1.1007 -3.8376 -5.3685 -0.13 -0.16 0.00
H 1.9967 -2.5989 -6.2813 -0.03 0.16 -0.13
H 0.0448 -2.9793 -2.7387 -0.19 -0.08 -0.09
H 1.2835 -2.6630 -0.7506 0.05 0.01 -0.08
H 2.4492 -1.7037 -1.6922 -0.05 0.01 0.25
H 0.8701 0.0260 -2.1316 -0.10 -0.04 0.17
H -1.7962 0.9275 -2.1458 0.11 0.22 -0.11
H -4.0882 -0.4756 -1.8467 -0.24 -0.01 -0.02
H -3.2870 -2.9205 -0.9471 0.00 -0.16 0.05
H 1.3683 1.7898 -0.9180 -0.03 0.04 -0.02
H -0.1697 1.6874 -0.0169 0.02 0.01 -0.04
H 1.5761 2.9677 1.2844 0.03 -0.02 0.00
H 2.6465 1.5631 1.1750 -0.03 0.08 -0.06
H 0.0906 0.5885 4.7874 0.07 -0.06 0.03
H -1.7197 1.6682 6.0305 -0.04 -0.02 0.10
H -2.1836 4.5286 2.9066 -0.06 0.09 -0.02
H -0.4153 3.4459 1.6248 0.04 0.00 -0.10
H 0.6895 -0.5964 3.2446 0.07 0.01 -0.01
H 2.1802 -0.4199 2.2944 -0.05 -0.07 0.05
H 0.4643 -1.7355 1.0625 -0.06 -0.03 0.03
H -0.6725 -0.3695 1.1915 0.05 -0.07 -0.05

(2)
49
Properties=species:S:1:pos:R:3:forces:R:3 method="wB97M-V/def2-TZVPD" mol_weight_da=503.37 e_homo_ev=-8.643 homo_lumo_gap_ev=7.3916 fmax_ev_per_a=4.7 e_lumo_ev=-1.2518
C -2.1548 1.8504 2.4264 0.48 -1.04 -0.23
C -2.6359 0.4682 1.7741 0.60 1.92 1.13
O -1.4596 -0.3730 1.7358 -1.65 -0.13 -1.56
C -1.8025 -1.5272 0.9334 0.33 -1.55 0.48
C -0.6360 -1.9596 -0.0408 0.10 -0.18 1.34
O -0.1642 -0.9364 -0.9300 -1.19 -0.53 0.26
C -1.2182 -0.0823 -1.4075 0.01 0.19 -1.68
C -0.7323 0.4471 -2.8232 2.04 1.57 -0.37
C 0.5724 1.1335 -2.9123 -1.99 -1.07 -1.72
C 1.5012 1.4201 -1.6826 -0.05 1.54 -0.65
N 0.6918 2.0913 -0.6152 0.29 -0.55 -0.17
C 1.0279 1.5839 -4.2923 -2.26 -0.75 -1.40
N 2.3491 2.2451 -4.4772 0.38 -2.40 0.34
C 3.1307 1.2979 -4.7521 -1.37 0.59 -0.30
O 3.7473 0.3763 -5.0957 0.22 0.87 0.44
C 0.2412 1.3794 -5.5219 0.10 -0.09 2.12
I 1.0552 2.0307 -7.4208 -0.71 -0.49 1.22
C -1.1126 0.7268 -5.4638 1.25 0.46 0.63
N -1.9822 0.4843 -6.5379 0.56 -0.57 4.65
S -3.2476 -0.2842 -5.7413 1.15 0.46 0.78
N -2.8009 -0.3398 -4.1301 2.12 1.43 -2.09
C -1.5463 0.2746 -4.0746 -0.60 -0.22 -0.79
H -1.3583 1.5548 3.1789 -1.07 0.57 -0.63
H -1.6378 2.4885 1.6454 -0.74 -0.70 0.88
H -2.9990 2.4033 2.9176 0.87 -0.49 -0.50
H -3.4330 -0.0087 2.4223 0.74 0.44 -0.86
H -3.0123 0.7237 0.7438 0.18 -0.69 0.91
H -1.9364 -2.3915 1.6665 0.13 0.79 -0.98
H -2.8028 -1.4194 0.4103 1.27 0.14 0.46
H 0.2477 -2.2436 0.6168 -0.94 0.42 -0.86
H -0.9427 -2.9190 -0.5620 0.13 1.15 0.24
H -2.1904 -0.6231 -1.6154 1.07 0.39 0.43
H -1.3495 0.7470 -0.6612 0.03 -0.65 -0.98
H 2.2632 2.1939 -2.0212 -0.60 -1.29 0.04
H 2.0576 0.5210 -1.3063 -0.91 0.74 -0.32
H 1.2491 2.2044 0.2348 -0.26 0.07 -0.45
H 0.3902 3.0087 -0.9559 0.32 -0.40 0.27
C 2.6334 -1.5065 5.7106 0.08 -0.01 0.04
C 2.5967 -1.3501 4.1940 0.19 -0.05 0.26
C 1.1753 -1.2013 3.6444 0.02 -0.62 0.16
C 0.3719 -2.4114 3.9752 -0.15 0.34 -0.21
N -0.2481 -3.3482 4.2318 0.32 0.40 -0.13
H 2.1163 -2.4125 6.0342 -0.04 0.07 -0.04
H 3.6653 -1.5798 6.0600 -0.06 0.04 0.00
H 2.1674 -0.6493 6.2045 0.02 -0.06 0.00
H 3.0814 -2.2173 3.7363 -0.07 0.09 -0.07
H 3.1808 -0.4697 3.9130 -0.10 -0.03 -0.10
H 1.2021 -1.0790 2.5598 -0.20 -0.01 0.07
H 0.6884 -0.3220 4.0715 -0.09 -0.11 -0.05

(3)
47
Properties=species:S:1:pos:R:3:forces:R:3 method="wB97M-V/def2-TZVPD" mol_weight_da=398.57 e_homo_ev=-8.958 homo_lumo_gap_ev=9.4166 fmax_ev_per_a=0.9 e_lumo_ev=0.4589
O -0.0224 1.4899 -2.2472 0.01 0.48 0.12
C -0.0231 0.2792 -2.2940 0.36 -0.56 -0.05
N -0.7523 -0.4045 -3.2102 -0.25 -0.22 -0.33
C -1.7307 0.2456 -4.0527 0.10 0.29 -0.10
C -3.1227 -0.1724 -3.7087 -0.09 -0.10 0.26
C -4.1585 -0.4543 -4.5432 0.29 0.10 0.08
C -5.3419 -0.8102 -3.8556 -0.19 -0.04 0.17
C -5.1836 -0.8012 -2.5097 0.21 0.10 0.18
S -3.5907 -0.3478 -2.0468 -0.18 -0.06 -0.54
C 0.7938 -0.6318 -1.3806 0.21 0.05 0.18
C -0.1314 -1.3942 -0.4217 -0.16 0.09 -0.07
C -0.7765 -0.4459 0.5836 0.28 -0.17 0.17
C 0.2973 0.2712 1.4010 -0.24 0.32 -0.06
C -0.3603 1.1641 2.4628 -0.17 -0.66 -0.29
N 0.5537 1.9223 3.2819 0.40 -0.16 0.84
S 1.3680 1.1736 4.5064 0.30 0.59 -0.25
O 2.0280 2.2040 5.2469 0.10 0.04 -0.27
O 0.4639 0.2808 5.1611 -0.08 -0.24 -0.29
C 2.6361 0.1839 3.7453 -0.50 -0.10 0.41
C 3.7403 0.6080 3.0731 -0.18 0.14 0.15
C 4.5153 -0.4665 2.5853 -0.05 -0.09 -0.04
C 3.9779 -1.6745 2.9044 -0.43 -0.01 0.24
S 2.5233 -1.5269 3.8133 0.45 0.08 -0.20
C 1.1997 1.0664 0.4595 0.08 -0.19 0.18
C 1.8390 0.1540 -0.5848 -0.13 0.22 -0.19
H -0.7603 -1.4118 -3.1912 0.07 0.06 0.10
H -1.5958 1.3213 -3.8863 0.00 -0.21 -0.14
H -1.5331 0.0251 -5.1077 -0.06 0.09 0.11
H -4.0839 -0.4071 -5.6150 0.08 0.01 -0.21
H -6.2635 -1.0648 -4.3472 -0.18 -0.06 -0.04
H -5.9022 -1.0332 -1.7493 -0.20 -0.07 0.12
H 1.3111 -1.3543 -2.0239 -0.07 0.05 0.01
H -0.9103 -1.9211 -0.9772 0.02 -0.10 0.01
H 0.4599 -2.1403 0.1148 0.00 -0.06 -0.02
H -1.3824 0.2905 0.0522 -0.12 0.09 0.01
H -1.4352 -1.0088 1.2474 -0.11 0.00 0.01
H 0.8994 -0.4874 1.9118 -0.05 0.01 -0.06
H -0.9266 0.5464 3.1631 -0.20 0.04 -0.19
H -1.0443 1.8684 1.9808 0.00 -0.02 0.07
H 1.1057 2.6156 2.8062 0.20 0.20 0.05
H 3.9884 1.6463 2.9501 0.06 0.23 -0.02
H 5.4247 -0.3414 2.0262 0.17 -0.01 -0.09
H 4.3578 -2.6477 2.6649 0.10 -0.21 -0.04
H 0.6126 1.8300 -0.0506 0.00 0.08 0.04
H 1.9961 1.5593 1.0222 0.01 0.04 0.00
H 2.4330 0.7575 -1.2731 0.08 -0.05 0.01
H 2.5071 -0.5548 -0.0875 0.03 -0.02 -0.01

(4)
46
Properties=species:S:1:pos:R:3:forces:R:3 method="wB97M-V/def2-TZVPD" mol_weight_da=334.37 e_homo_ev=-8.274 homo_lumo_gap_ev=8.4174 fmax_ev_per_a=0.7 e_lumo_ev=0.1437
C -3.4202 -1.1821 1.9218 -0.13 0.14 0.28
O -3.1720 -1.8226 0.6937 0.33 -0.19 -0.54
C -1.9211 -1.6853 0.1437 -0.12 -0.08 -0.20
C -0.8343 -1.0952 0.7597 -0.02 -0.09 -0.07
C 0.3772 -0.9770 0.0866 -0.02 -0.13 -0.01
C 1.5214 -0.2443 0.7513 0.03 -0.27 0.04
C 2.8816 -0.7513 0.3380 0.01 0.60 -0.14
C 3.2960 -2.1257 0.6242 0.37 -0.12 -0.09
C 4.6414 -2.5155 0.0742 -0.06 -0.32 0.15
O 2.5968 -2.8790 1.2686 -0.03 0.11 -0.01
C 3.5432 0.2524 -0.2760 -0.22 -0.47 0.29
O 4.7570 0.3157 -0.8213 -0.07 0.09 -0.01
C 2.6979 1.4800 -0.2721 0.00 0.17 0.10
O 3.0450 2.5528 -0.7347 0.10 0.09 -0.13
N 1.5555 1.1553 0.3560 0.22 0.00 0.01
C 0.4628 2.0634 0.5877 -0.09 0.29 -0.25
C -0.5803 2.0543 -0.5479 -0.01 -0.14 0.16
N -1.9298 2.0242 -0.0088 -0.06 0.03 -0.05
C -2.8913 1.5993 -1.0072 0.06 -0.01 0.05
C -2.3074 3.3061 0.5546 0.01 -0.13 0.01
C 0.4944 -1.4626 -1.2051 -0.06 0.03 0.19
C -0.5824 -2.0763 -1.8222 -0.27 -0.02 0.03
C -1.7931 -2.1916 -1.1619 0.04 0.17 0.32
O -2.8529 -2.7752 -1.7764 -0.08 -0.03 0.01
H -2.8379 -1.6324 2.7314 -0.01 0.03 -0.03
H -3.1984 -0.1127 1.8566 0.02 -0.02 0.00
H -4.4813 -1.3265 2.1205 0.08 0.04 0.05
H -0.9177 -0.7157 1.7648 -0.04 0.07 0.15
H 1.4015 -0.3162 1.8401 0.03 0.02 -0.08
H 5.4062 -1.8526 0.4721 0.10 0.07 -0.01
H 4.8660 -3.5447 0.3390 -0.02 -0.03 0.02
H 4.6424 -2.4020 -1.0074 0.05 0.04 -0.12
H 4.8710 1.2305 -1.1426 -0.10 -0.07 0.06
H -0.0311 1.7693 1.5162 0.02 0.04 -0.01
H 0.8958 3.0599 0.7048 -0.04 -0.08 0.10
H -0.4214 2.9197 -1.2117 -0.02 -0.03 -0.02
H -0.4384 1.1490 -1.1405 0.00 0.09 0.02
H -2.6127 0.6139 -1.3772 -0.03 -0.06 -0.05
H -3.8756 1.5340 -0.5451 -0.09 -0.02 -0.04
H -2.9527 2.2916 -1.8604 -0.02 0.03 -0.05
H -2.3304 4.1066 -0.2008 0.01 0.04 -0.03
H -3.2983 3.2215 0.9990 -0.03 0.07 0.06
H -1.6013 3.5865 1.3332 0.01 0.10 0.09
H 1.4278 -1.3648 -1.7376 0.11 -0.01 -0.07
H -0.5030 -2.4663 -2.8239 0.00 -0.06 -0.14
H -3.5958 -2.7688 -1.1568 0.04 0.01 -0.02

(5)
46
Properties=species:S:1:pos:R:3:forces:R:3 method="wB97M-V/def2-TZVPD" mol_weight_da=330.39 e_homo_ev=-7.569 homo_lumo_gap_ev=8.1858 fmax_ev_per_a=1.6 e_lumo_ev=0.6171
C 7.6209 -0.0862 -0.3243 0.46 0.27 -0.04
O 6.6330 -1.0914 -0.2671 -0.37 -0.11 0.03
C 5.3171 -0.7981 -0.1017 -0.14 -0.19 0.01
C 4.4941 -1.9229 -0.0473 0.26 0.24 -0.02
C 3.1304 -1.8264 0.1167 -0.19 0.28 0.03
C 2.5488 -0.5681 0.2318 0.63 -0.43 -0.10
C 1.1297 -0.4027 0.4083 -0.73 1.11 0.11
N 0.4858 0.7118 0.5218 0.95 -0.27 -0.11
C -0.8391 0.3757 0.6760 0.19 -1.59 -0.13
C -1.8577 1.3200 0.8042 -0.41 0.36 0.01
N -2.7112 2.0859 0.8901 -0.14 0.23 0.08
C -0.9335 -1.0095 0.6456 -0.46 0.88 0.21
N -1.9571 -1.8744 0.8245 0.65 -0.45 -0.05
C -3.3388 -1.4497 0.7244 -0.18 0.19 -0.26
C -3.7746 -1.1830 -0.7184 -0.32 0.06 0.22
C -5.2992 -0.9883 -0.8829 0.22 -0.06 -0.15
N -5.8744 0.2939 -0.5623 -0.07 0.00 0.03
C -5.3824 1.3944 -1.3631 0.00 -0.02 0.04
C -5.9138 0.6453 0.8409 0.00 0.05 -0.04
O 0.3064 -1.5046 0.4721 -0.12 -0.09 0.04
C 3.3558 0.5694 0.1783 -0.10 -0.13 0.01
C 4.7272 0.4799 0.0140 0.12 0.05 -0.01
O 5.5410 1.5816 -0.0418 -0.01 -0.51 -0.02
C 4.9570 2.8562 0.0808 -0.08 0.22 0.02
H 7.6558 0.4993 0.5963 0.01 -0.05 -0.08
H 8.5611 -0.6234 -0.4493 -0.06 0.06 0.01
H 7.4684 0.5834 -1.1727 0.03 -0.06 0.08
H 4.9737 -2.8846 -0.1388 0.07 -0.10 -0.01
H 2.5193 -2.7138 0.1570 -0.03 -0.10 0.00
H -1.7543 -2.8237 0.5454 -0.01 0.07 0.02
H -3.4532 -0.5533 1.3339 -0.13 -0.13 0.06
H -3.9497 -2.2450 1.1588 0.01 0.11 0.04
H -3.4795 -2.0400 -1.3306 0.05 0.00 -0.02
H -3.2536 -0.3043 -1.1003 0.09 0.00 -0.09
H -5.5417 -1.1791 -1.9337 0.00 -0.10 0.07
H -5.8179 -1.7423 -0.2827 -0.02 -0.07 -0.06
H -6.0813 2.2255 -1.2691 0.03 0.11 -0.06
H -4.3914 1.7494 -1.0472 -0.03 0.01 -0.07
H -5.3402 1.0928 -2.4085 -0.01 0.03 -0.10
H -4.9637 1.0533 1.2110 -0.05 -0.02 0.06
H -6.1884 -0.2274 1.4304 -0.06 -0.05 0.09
H -6.6801 1.4099 0.9782 0.00 0.04 0.14
H 2.8642 1.5227 0.2710 0.02 0.16 0.00
H 5.7858 3.5596 0.0126 -0.11 0.00 0.01
H 4.2461 3.0534 -0.7272 0.01 -0.01 0.04
H 4.4552 2.9787 1.0453 0.00 0.00 -0.04